11 unconnected molecules or ions with the total composition C2H25O11, computed with ωB97M-V with the def2-TZVPD basis set.

Geometry (Å):
O: 1.2466 3.5948 -0.3346
H: 0.7297 3.5783 0.5439
H: 2.0795 3.1186 -0.2514
H: 1.4744 4.4591 -0.6122
C: -0.0331 3.4526 2.3494
O: 1.1629 4.1917 2.1433
H: -0.8032 3.9051 1.7311
H: -0.0341 3.1704 3.3731
H: 0.2718 2.4257 1.8268
C: 0.2605 -0.1398 -0.2262
O: -0.3820 -0.9275 -1.1325
H: -0.2504 0.8223 0.0929
H: 1.0865 0.0977 -0.7660
H: 0.2949 -0.7888 0.4136
O: 2.2720 -2.2413 0.1230
H: 2.8702 -1.7081 -0.2541
H: 1.5330 -1.7190 -0.3014
O: -2.0513 -2.9036 -2.6962
H: -1.8257 -2.0862 -2.1227
H: -3.0314 -3.0256 -2.9295
O: -1.4543 0.4380 2.4451
H: -1.3469 0.8853 3.2854
H: -0.6929 0.8423 2.0465
O: -0.5407 -3.8978 0.0201
H: -0.5411 -3.9269 0.9275
H: -0.6071 -2.9932 -0.3108
O: 1.4841 -1.1280 2.9005
H: 1.8659 -1.3315 1.9759
H: 0.7782 -1.8953 2.9769
O: 0.6430 -1.3783 -3.6928
H: 1.4444 -1.7551 -3.7487
H: 0.7190 -1.4070 -2.6506
O: -2.6532 -0.9203 0.4099
H: -1.9699 -0.8794 -0.3661
H: -2.3280 -0.3789 1.0129
O: -0.8265 1.1382 -2.8081
H: -0.9335 0.3222 -2.1996
H: 0.0885 0.9894 -3.1943

Atoms 1-6, force components in eV/Å:
-0.5 -2.1 -1.6
1.1 1.2 1.9
0.1 -0.5 0.6
0.0 2.0 0.0
4.2 -1.3 -2.6
-0.8 0.2 -1.1

The energy relative to the best compared isomer or geometry (same formula, charge and spin) comes out at 822.4 kJ/mol. The multiplicity is 1. The value obtained for the largest force on an atom is 10.52 eV/Å. For the gap between HOMO and LUMO, the calculation gives 6.753 eV. As for the total energy: -24995.8645 eV. The total charge is -1.



A molecular structure, C31H42N2O4, computed with ωB97M-V with the def2-TZVPD basis set.

Geometry (Å):
C: -7.4567 -0.5396 -1.0482
C: -6.2161 0.0252 -0.3001
C: -4.8611 -0.5367 -0.6018
C: -4.8999 -2.1121 -0.1397
H: -5.1661 -2.3028 0.7998
H: -5.7519 -2.7620 -0.5971
C: -3.6643 -2.8337 -0.1883
C: -2.5219 -1.9825 0.3058
C: -2.5330 -2.2013 1.6712
C: -1.4735 -1.6867 2.6441
O: -1.5360 -1.5668 3.8739
O: -0.6457 -0.7887 1.9568
C: -0.4882 -0.8118 0.6182
C: 0.5807 0.2467 0.3443
C: 0.6425 0.4521 -1.1757
C: -0.3984 -0.0100 -1.8054
C: -1.3546 -0.9166 -1.4538
C: -1.5352 -1.1895 -0.0646
O: -2.2579 -1.0605 -2.4310
C: -2.3589 -0.7012 -3.5917
H: -3.2690 -1.1778 -4.2570
H: -2.4860 0.4376 -3.6374
H: -1.4522 -1.0132 -4.1773
H: -0.3213 0.3456 -2.7958
O: 1.7114 1.3908 -1.6704
C: 2.0273 1.4754 -2.8043
H: 2.0428 0.3317 -3.3566
H: 1.1963 2.2355 -3.2735
H: 2.8121 1.9508 -2.7310
C: 1.6390 0.6000 1.3594
C: 2.9851 0.3185 0.7586
C: 4.0159 1.0386 0.5008
C: 5.3054 0.6385 0.2087
C: 5.4619 -0.8821 -0.1054
C: 4.3682 -1.6854 0.1196
C: 3.2240 -0.9413 0.5831
H: 2.3957 -1.8340 0.5227
H: 4.5192 -2.6606 0.2242
N: 6.7074 -1.2127 -0.4382
C: 7.7622 -0.2638 -0.3183
H: 8.8532 -1.0901 -0.3091
H: 7.7694 0.4001 -1.0057
H: 7.8001 0.1083 0.5596
C: 6.7688 -2.4031 -1.4606
H: 7.5017 -2.9144 -1.3085
H: 7.2162 -1.8749 -2.4723
H: 5.9638 -2.9093 -1.5460
H: 6.2029 1.1659 0.0871
H: 3.9698 2.2125 0.7127
C: 1.3354 2.2118 1.5878
H: 1.7421 2.7418 0.5826
C: 0.0730 2.5611 1.9265
N: -0.6921 2.5223 0.7752
C: -2.2107 2.2597 1.3337
C: -2.8629 2.5349 0.0262
H: -2.8233 1.8269 -0.5242
H: -4.0616 2.7676 -0.0439
C: -2.2550 3.7820 -0.5955
H: -2.5506 4.8144 -0.2562
H: -2.0431 3.7956 -1.4460
C: -0.6982 3.4732 -0.1787
H: -0.3208 4.4544 0.4660
H: -0.0156 3.2531 -0.9436
H: -2.7365 3.0609 2.0926
H: -2.4541 1.2379 1.6767
H: 0.1042 3.4512 2.4729
H: -0.2821 1.7091 2.7938
H: 2.2207 2.5568 2.4521
H: 1.2779 0.0495 2.3099
H: -3.1499 -2.8116 2.6385
H: -3.2972 -2.5727 -1.3015
H: -3.5438 -3.7626 0.0801
H: -4.8824 -0.5878 -1.6724
H: -4.2342 0.1811 -0.2201
H: -6.5401 -0.2164 0.7366
H: -6.1712 1.1231 -0.5984
H: -8.4938 0.1028 -1.0130
H: -7.6730 -1.5604 -0.9223
H: -7.0512 -0.4059 -2.3751

Atoms 1-6, force components in eV/Å:
0.3 3.4 -5.1
-2.8 0.9 0.3
-3.7 -4.6 -0.5
-2.2 1.1 -2.7
-1.6 0.8 4.7
1.4 1.6 -0.4

The energy relative to the best compared isomer or geometry (same formula, charge and spin) comes out at 2614.0 kJ/mol. The multiplicity is 1. The value obtained for the largest force on an atom is 18.68 eV/Å. For the gap between HOMO and LUMO, the calculation gives 6.947 eV. As for the total energy: -43971.5631 eV. The total charge is 0.